Record 1
Molecular formula: C7H5FN2
Method: DFT, the ωB97M-V functional and the def2-TZVPD basis

Results
Strongest force on any atom   4.4 eV/A
HOMO energy   -9.506 eV
Lowest unoccupied orbital energy   -0.3841 eV
Relative energy (zero: lowest compared OMol25 entry of this formula, charge and spin)   488.75 kJ/mol
Frontier orbital gap   9.12 eV
Spin multiplicity   1

Atoms and positions in Å:
C 1.49 0.39 -0.52
C 0.93 0.66 -1.74
C -0.09 -0.23 -2.12
C -0.32 -1.46 -1.40
C 0.31 -1.63 -0.13
C 1.13 -0.62 0.20
H 1.36 1.33 -2.42
H -0.41 -0.02 -3.08
H -1.05 -2.23 -1.87
H -0.06 -2.47 0.51
N -0.17 2.41 2.15
C -0.60 1.38 2.55
N -0.62 0.20 2.85
F -1.47 -0.38 3.75
H -0.43 2.69 1.26

---

Record 2
Molecular formula: C7H5KLiO3
Method: DFT, the ωB97M-V functional and the def2-TZVPD basis

Results
Strongest force on any atom   4.8 eV/A
HOMO energy (spin up / spin down)   -1.194 / -1.186 eV
Charge   -1
Lowest unoccupied orbital energy (spin up / spin down)   1.5984 / 1.6032 eV
Relative energy (zero: lowest compared OMol25 entry of this formula, charge and spin)   253.26 kJ/mol
Frontier orbital gap (spin up / spin down)   2.79 / 2.79 eV
Spin multiplicity   1

Atoms and positions in Å:
O 2.32 -3.69 -0.92
C 2.22 -2.47 -0.75
C 1.98 -1.26 -0.58
C 1.44 0.07 -0.54
C 1.05 0.73 0.67
O 1.29 2.04 0.88
Li 2.22 2.85 2.13
H 1.74 0.75 -1.35
H 1.00 0.11 1.58
C -2.84 -1.20 -0.01
C -1.88 -0.35 0.35
C -0.84 0.19 -0.57
O -1.18 1.32 -1.14
K 0.09 3.60 -0.62
H -3.10 -1.33 -1.06
H -3.47 -1.70 0.74
H -2.06 0.34 1.20

---

Record 3
Molecular formula: C7H5LiNaO3
Method: DFT, the ωB97M-V functional and the def2-TZVPD basis

Results
Strongest force on any atom   2.7 eV/A
HOMO energy (spin up / spin down)   -1.962 / -1.963 eV
Charge   -1
Lowest unoccupied orbital energy (spin up / spin down)   0.5050 / 0.5020 eV
Frontier orbital gap (spin up / spin down)   2.47 / 2.47 eV
Spin multiplicity   1

Atoms and positions in Å:
O 4.48 -2.04 -3.21
C 3.34 -1.84 -2.75
C 2.21 -1.74 -2.25
C 0.90 -1.84 -1.68
C -0.10 -0.93 -1.85
O -1.35 -1.10 -1.40
Li -2.89 -0.60 -2.07
H 0.62 -2.79 -1.19
H 0.11 0.01 -2.39
C -1.02 3.13 2.85
C -1.08 1.85 2.47
C 0.07 0.91 2.70
O -0.24 -0.29 2.42
Na -1.25 -1.65 0.77
H -0.04 3.59 3.03
H -1.87 3.80 2.78
H -1.87 1.52 1.77

---

Record 4
Molecular formula: C7H5N3O2
Method: DFT, the ωB97M-V functional and the def2-TZVPD basis

Results
Strongest force on any atom   4.4 eV/A
HOMO energy   -8.797 eV
Lowest unoccupied orbital energy   -0.6544 eV
Relative energy (zero: lowest compared OMol25 entry of this formula, charge and spin)   619.74 kJ/mol
Frontier orbital gap   8.14 eV
Spin multiplicity   1

Atoms and positions in Å:
C -2.36 -1.27 -0.25
C -1.16 -0.52 -0.13
C 2.16 -0.49 -0.78
C -0.64 1.70 0.25
C 2.61 0.64 -0.33
C 0.54 0.99 0.33
C 0.31 -0.47 0.28
N -3.37 -0.37 -0.14
N -2.93 0.88 -0.07
N -1.59 0.77 -0.05
O 1.81 1.56 0.27
O 0.75 -1.23 1.38
H -2.58 -2.36 -0.31
H 2.73 -1.31 -1.30
H -0.69 2.79 0.05
H 3.74 0.86 -0.35
H 0.67 -2.17 1.14

---

Record 5
Molecular formula: C7H5N3O2
Method: DFT, the ωB97M-V functional and the def2-TZVPD basis

Results
Strongest force on any atom   6.6 eV/A
HOMO energy   -9.141 eV
Lowest unoccupied orbital energy   0.0901 eV
Relative energy (zero: lowest compared OMol25 entry of this formula, charge and spin)   176.35 kJ/mol
Frontier orbital gap   9.23 eV
Spin multiplicity   1

Atoms and positions in Å:
O 0.60 2.87 3.39
C 0.16 2.03 2.63
N -0.84 1.06 2.89
N -0.89 0.09 1.94
C -0.15 0.58 1.03
C 0.09 -0.05 -0.31
C -0.38 -1.37 -0.43
C -0.28 -1.91 -1.71
C 0.30 -1.10 -2.73
C 0.69 0.19 -2.47
N 0.63 0.78 -1.19
O 0.64 1.57 1.56
H -1.15 0.95 3.80
H -0.57 -2.00 0.35
H -0.45 -3.02 -1.89
H 0.56 -1.52 -3.71
H 1.05 0.86 -3.15

---

Record 6
Molecular formula: C7H5N4O2
Method: DFT, the ωB97M-V functional and the def2-TZVPD basis

Results
Strongest force on any atom   4.1 eV/A
HOMO energy   -4.928 eV
Charge   -1
Lowest unoccupied orbital energy   3.4215 eV
Relative energy (zero: lowest compared OMol25 entry of this formula, charge and spin)   214.89 kJ/mol
Frontier orbital gap   8.35 eV
Spin multiplicity   1

Atoms and positions in Å:
C -1.81 1.86 0.48
C 0.42 2.17 1.25
C 0.80 -3.31 -0.87
C 1.27 -1.95 -1.59
C -0.68 -0.13 1.08
C 0.37 1.14 -0.86
C -0.43 1.26 0.46
N -2.89 2.25 0.50
N 1.14 2.80 1.92
N 1.40 -0.83 -1.19
N 1.57 0.39 -0.84
O 1.59 -4.18 -0.71
O -0.36 -3.01 -0.55
H -0.71 -0.90 0.28
H -1.77 -0.17 1.61
H -0.01 -0.41 1.81
H -0.42 0.87 -1.56
H 0.53 2.13 -1.20

---

Record 7
Molecular formula: C7H5N4O2S
Method: DFT, the ωB97M-V functional and the def2-TZVPD basis

Results
Strongest force on any atom   3.7 eV/A
HOMO energy (spin up / spin down)   -1.932 / -4.622 eV
Charge   -1
Lowest unoccupied orbital energy (spin up / spin down)   3.5181 / 0.6124 eV
Frontier orbital gap (spin up / spin down)   5.45 / 5.23 eV
Spin multiplicity   3

Atoms and positions in Å:
C 2.75 -0.79 0.01
C 2.00 -0.43 1.21
C 2.12 -0.66 -1.19
C 0.66 -0.01 1.15
C 0.80 -0.28 -1.32
C 0.07 -0.02 -0.14
C -2.41 0.45 -0.17
N -2.70 3.01 0.19
N -1.57 3.09 0.29
N -0.43 3.15 0.40
N -1.27 0.16 -0.05
O -3.10 -1.80 1.26
O -2.84 -1.95 -1.17
S -3.50 -1.33 -0.05
H 3.84 -0.96 -0.02
H 2.57 -0.61 2.16
H 2.60 -1.02 -2.11
H 0.07 0.44 1.93
H 0.33 -0.43 -2.38

---

Record 8
Molecular formula: C7H5NO3
Method: DFT, the ωB97M-V functional and the def2-TZVPD basis

Results
Strongest force on any atom   4.6 eV/A
HOMO energy   -10.438 eV
Lowest unoccupied orbital energy   -1.2591 eV
Relative energy (zero: lowest compared OMol25 entry of this formula, charge and spin)   446.76 kJ/mol
Frontier orbital gap   9.18 eV
Spin multiplicity   1

Atoms and positions in Å:
O 0.45 2.68 -2.42
C 1.16 2.13 -1.59
C 0.59 1.03 -0.65
C 1.35 0.40 0.38
C 0.66 -0.63 1.06
C -0.64 -1.09 0.70
N -1.20 -2.12 1.60
O -0.67 -2.37 2.69
O -2.22 -2.59 1.10
C -1.20 -0.46 -0.43
C -0.62 0.57 -1.10
H 2.29 2.28 -1.56
H 2.28 0.80 0.68
H 0.99 -0.85 1.98
H -2.20 -0.86 -0.56
H -1.03 1.08 -1.88

---

Record 9
Molecular formula: C7H6
Method: DFT, the ωB97M-V functional and the def2-TZVPD basis

Results
Strongest force on any atom   6.2 eV/A
HOMO energy   -8.352 eV
Lowest unoccupied orbital energy   0.5012 eV
Relative energy (zero: lowest compared OMol25 entry of this formula, charge and spin)   319.35 kJ/mol
Frontier orbital gap   8.85 eV
Spin multiplicity   1

Atoms and positions in Å:
C 3.16 -0.09 0.00
C 1.98 0.08 -0.11
C 0.44 -0.24 0.04
C -0.09 1.03 0.15
C -1.57 1.03 -0.12
C -1.97 -0.39 -0.11
C -0.72 -1.25 0.05
H 4.30 0.15 -0.04
H 0.51 1.92 -0.11
H -2.08 1.97 0.19
H -2.94 -0.86 -0.01
H -0.72 -1.66 1.03
H -0.30 -1.69 -0.97

---

Record 10
Molecular formula: C7H6
Method: DFT, the ωB97M-V functional and the def2-TZVPD basis

Results
Strongest force on any atom   9.8 eV/A
HOMO energy   -8.604 eV
Lowest unoccupied orbital energy   0.5625 eV
Relative energy (zero: lowest compared OMol25 entry of this formula, charge and spin)   321.60 kJ/mol
Frontier orbital gap   9.17 eV
Spin multiplicity   1

Atoms and positions in Å:
C 2.93 0.06 0.27
C 1.74 -0.23 0.05
C 0.31 -0.11 -0.36
C -0.45 -1.19 -0.26
C -1.83 -0.60 0.23
C -1.73 0.92 0.13
C -0.35 1.22 -0.18
H 4.07 0.43 0.07
H -0.51 -2.37 0.05
H -2.15 -0.92 1.21
H -2.50 -1.20 -0.61
H -2.54 1.53 0.33
H -0.10 2.15 -0.34

---

Record 11
Molecular formula: C7H6BIMgO4
Method: DFT, the ωB97M-V functional and the def2-TZVPD basis

Results
Strongest force on any atom   0.9 eV/A
HOMO energy   -14.110 eV
Charge   +2
Lowest unoccupied orbital energy   -12.2646 eV
Frontier orbital gap   1.85 eV
Spin multiplicity   1

Atoms and positions in Å:
C 2.73 0.38 0.65
O 1.81 -0.59 0.74
B 0.95 -0.92 -0.34
O 1.52 -1.54 -1.38
C -0.54 -0.47 -0.20
C -1.60 -1.27 -0.24
C -2.96 -0.67 0.02
O -3.84 -1.31 0.54
C -3.12 0.77 -0.35
C -2.05 1.56 -0.31
I -2.07 3.54 -0.81
C -0.74 0.98 0.13
O 0.11 1.62 0.70
H 3.02 0.68 -0.36
H 2.56 1.23 1.32
H 3.73 -0.09 1.16
H 0.94 -1.76 -2.12
H -1.56 -2.34 -0.40
H -4.12 1.11 -0.59
Mg 5.45 -0.84 1.51

---

Record 12
Molecular formula: C7H6Br2NO5
Method: DFT, the ωB97M-V functional and the def2-TZVPD basis

Results
Strongest force on any atom   2.9 eV/A
HOMO energy   -4.770 eV
Charge   -1
Lowest unoccupied orbital energy   2.8775 eV
Relative energy (zero: lowest compared OMol25 entry of this formula, charge and spin)   0.00 kJ/mol
Frontier orbital gap   7.65 eV
Spin multiplicity   1

Atoms and positions in Å:
C -1.00 0.22 -0.59
C -1.82 1.54 0.91
C 2.34 1.71 0.26
C -2.52 -0.16 -0.58
C -2.99 0.71 0.58
C 2.42 -2.29 0.31
C 2.73 -1.11 -0.29
N -0.68 1.16 0.19
O 2.56 2.38 -0.68
O -0.20 -0.47 -1.37
O -1.80 2.32 1.84
O 2.20 1.26 1.32
O 2.15 -0.16 -0.85
Br 0.71 -3.12 0.42
Br 4.83 -0.90 -0.50
H -2.99 0.10 -1.54
H -2.71 -1.30 -0.38
H -3.18 0.02 1.43
H -3.87 1.35 0.21
H 3.10 -3.04 0.71
H 0.73 -0.22 -1.40

---

Record 13
Molecular formula: C7H6Br2O
Method: DFT, the ωB97M-V functional and the def2-TZVPD basis

Results
Strongest force on any atom   4.0 eV/A
HOMO energy   -9.530 eV
Lowest unoccupied orbital energy   0.1070 eV
Relative energy (zero: lowest compared OMol25 entry of this formula, charge and spin)   89.79 kJ/mol
Frontier orbital gap   9.64 eV
Spin multiplicity   1

Atoms and positions in Å:
C -0.75 -1.56 -0.21
C -0.58 -1.06 1.01
C 1.06 1.02 -0.74
C -0.80 -0.52 -1.33
C -0.26 0.47 0.94
C -0.40 0.78 -0.53
C 1.23 0.83 0.90
O 1.78 1.23 -1.67
Br 2.53 -0.52 1.37
Br 1.68 2.43 1.88
H -1.03 -2.67 -0.30
H -0.60 -1.56 2.05
H -0.16 -0.95 -2.04
H -1.81 -0.37 -1.89
H -0.89 0.94 1.54
H -1.00 1.49 -0.98

---

Record 14
Molecular formula: C7H6BrCl2NS
Method: DFT, the ωB97M-V functional and the def2-TZVPD basis

Results
Strongest force on any atom   6.1 eV/A
HOMO energy (spin up / spin down)   -5.758 / -9.285 eV
Lowest unoccupied orbital energy (spin up / spin down)   0.5780 / -1.0086 eV
Frontier orbital gap (spin up / spin down)   6.34 / 8.28 eV
Spin multiplicity   3

Atoms and positions in Å:
C -0.27 0.46 -1.80
C 1.26 1.34 0.30
C 0.78 -0.31 -1.41
C 1.52 0.15 -0.33
C -0.79 -1.22 1.41
C -0.70 1.57 -1.11
C 0.07 1.97 -0.01
N -0.42 -2.49 1.19
S -2.45 -0.95 1.94
Cl 1.26 -1.78 -2.18
Cl 2.95 -0.74 0.09
Br -0.28 3.64 0.85
H -0.80 0.20 -2.74
H 1.93 1.71 1.08
H -1.57 2.07 -1.39
H -2.22 0.27 1.72
H 0.62 -2.61 0.95
H -0.89 -3.29 1.43